The molecule C5H6N4S in a non-equilibrium geometry. Source: OMol25; level of theory: ωB97M-V/def2-TZVPD.

Last column: Mulliken charge in e.
Geometry (Å):
C1 1.20381 2.18106 1.75407  -0.14
C2 0.39594 0.81200 0.18137  0.06
C3 -0.14763 0.11612 1.40784  0.59
C4 0.23654 0.66207 -1.17795  -0.02
C5 -0.20970 -0.29778 -2.13006  -0.30
N1 0.96433 2.06309 0.53151  -0.51
N2 -0.91464 -0.85120 1.47881  -0.67
N3 -0.63012 -1.54357 -2.10647  -0.40
N4 -0.68027 -2.27894 -1.07044  -0.24
S1 0.55187 0.98102 2.85518  -0.18
H1 1.90934 2.81238 2.07260  0.51
H2 0.89717 1.45599 -1.59614  0.32
H3 -0.20706 0.06857 -3.21990  0.24
H4 -1.40663 -1.08194 2.28314  0.20
H5 -1.27037 -3.02055 -1.26523  0.25
H6 -0.69259 -2.07832 0.00168  0.27

Forces on the atoms, in the same order (eV/Å):
C -1.8 -2.3 -0.2
C -1.8 0.5 0.0
C 1.6 1.6 0.2
C 1.9 0.1 1.2
C -0.5 -0.4 -2.5
N 0.9 -1.0 -1.2
N -0.8 -1.0 -2.6
N 0.4 3.0 -0.9
N 0.3 -0.9 3.8
S -0.3 -0.3 -0.5
H 2.1 3.0 1.6
H -1.2 -0.4 -0.3
H 0.1 -0.4 1.9
H -0.3 -0.4 2.1
H -0.9 -2.1 -0.3
H 0.3 1.0 -2.2

Properties
Energy relative to the best compared isomer or geometry (same formula, charge and spin) in kcal/mol: 58.1
E_HOMO (spin up / spin down) in eV: -7.87 / -7.87
SMILES string: [H]\N=C1/SC=N/C1=C/C=N\N
Gap between HOMO and LUMO (spin up / spin down) in eV: 7.2854 / 7.2865